Record 1
{"formula": "C6H5FN2", "method": "ωB97M-V/def2-TZVPD", "elements": ["C", "C", "C", "F", "C", "N", "C", "C", "N", "H", "H", "H", "H", "H"], "positions_angstrom": [[-3.1410, 1.0192, -0.7323], [-2.3824, 0.0956, -0.6833], [-1.4722, -1.0982, -0.2594], [-1.8011, -1.6750, 0.9718], [0.0190, -0.8630, -0.2054], [0.8420, -0.6882, -1.2015], [2.0980, -0.3617, -0.6425], [1.9590, -0.3263, 0.7184], [0.5846, -0.5836, 0.9664], [-3.2587, 2.0179, -1.0246], [-1.6590, -1.8573, -1.0684], [2.7666, -0.1947, -1.4480], [2.5249, -0.1544, 1.6581], [0.0381, -0.6357, 1.7999]], "e_tot_ev": -11997.583, "smiles": "C#C[C@H](F)c1ncc[nH]1", "spin_multiplicity": 1, "homo_ev": -9.3}

Record 2
{"formula": "C6H5FO", "method": "ωB97M-V/def2-TZVPD", "elements": ["O", "C", "C", "C", "C", "C", "C", "F", "H", "H", "H", "H", "H"], "positions_angstrom": [[1.7322, -1.9709, 0.0496], [1.0403, -1.0101, 0.0237], [1.5289, 0.4019, -0.0783], [0.5162, 1.1769, -0.5154], [-0.8053, 0.5008, -0.5293], [-1.2323, -0.0181, 0.8895], [-0.4558, -0.9080, -0.1259], [-1.1271, -2.0023, -0.6140], [2.5658, 0.7291, 0.1044], [0.6639, 2.2744, -0.7022], [-1.5264, 0.7684, -1.3039], [-2.2403, -0.3551, 1.0573], [-0.6601, 0.4131, 1.7447]], "e_tot_ev": -11066.068, "smiles": "O=C1C=C[C@@H]2C[C@]12F", "spin_multiplicity": 1, "homo_ev": -9.8}

Energy relative to the best compared isomer or geometry (same formula, charge and spin) for the records above, in order: 42.9, 76.7 kJ/mol